Computed, not measured: a molecular structure, C28H33IrN5O5S3, with ωB97M-V/def2-TZVPD.

```
75
Properties=species:S:1:pos:R:3:mulliken_charge:R:1
Ir 0.5646 0.3939 -1.2572 2.74
C 1.8115 -0.6198 4.9681 -1.49
C 2.5000 -0.4570 3.6455 1.03
C 2.6882 -1.5377 2.7927 -0.44
C 3.2175 -1.3691 1.5219 -0.20
C 3.5882 -0.1035 1.1054 -0.23
C 3.4521 0.9872 1.9560 -0.50
C 2.9084 0.8045 3.2134 -0.73
S 4.0754 0.1686 -0.5700 1.17
O 5.2080 1.0675 -0.5712 -0.74
O 4.2129 -1.1138 -1.2004 -0.73
N 2.7744 0.8827 -1.2040 -0.53
C 2.5177 2.2132 -1.1002 0.01
C 3.3948 3.3080 -1.0067 -0.72
C 2.8607 4.5728 -0.9762 -0.22
C 1.4803 4.7688 -1.0418 -1.27
C 0.6742 3.6579 -1.1230 -0.01
N 1.1730 2.4177 -1.1395 -0.29
H 1.8788 -1.6467 5.3288 0.36
H 0.7545 -0.3706 4.8489 0.16
H 2.2370 0.0436 5.7228 0.41
H 2.3738 -2.5237 3.1171 0.28
H 3.3222 -2.2005 0.8369 0.46
H 3.7584 1.9718 1.6253 0.48
H 2.7726 1.6576 3.8682 0.40
H 4.4574 3.1258 -0.9713 0.56
H 3.5239 5.4267 -0.9070 0.40
H 1.0430 5.7560 -1.0216 0.42
H -0.4017 3.7417 -1.1580 0.44
O -2.6601 -1.3902 3.5264 -0.75
S -2.0005 -0.1134 3.3215 1.19
O -1.9021 0.7371 4.4872 -0.79
N -0.5619 -0.3236 2.6206 -0.34
C -0.6181 0.2423 1.3931 0.28
O 0.4711 -0.0011 0.6707 -0.98
C -1.7853 0.8687 0.9611 -1.03
C -2.0657 1.4472 -0.4028 2.92
C -3.5443 1.8145 -0.4654 -1.13
C -4.4122 1.6889 0.5530 -0.84
C -4.0632 1.1242 1.8438 -1.05
C -2.7727 0.7493 1.9611 0.09
H -1.5094 2.3888 -0.5113 -0.58
H -3.9083 2.2744 -1.3743 0.27
H -5.4331 2.0254 0.3964 0.36
H -4.7958 0.9786 2.6235 0.40
C -1.6838 2.2439 -3.3374 -1.54
C -1.8048 0.7597 -2.9712 1.83
C -3.1900 0.2368 -3.3786 -1.91
C -0.7684 0.0228 -3.8281 -2.03
C -1.4986 0.4815 -1.4727 -0.86
H -1.7727 2.3665 -4.4209 0.53
H -0.7095 2.6340 -3.0470 0.19
H -2.4532 2.8573 -2.8681 0.20
H -3.4251 0.5334 -4.4070 0.48
H -3.9751 0.5969 -2.7228 0.33
H -3.2018 -0.8556 -3.3338 0.38
H -0.9862 0.1521 -4.8925 0.52
H -0.7432 -1.0420 -3.6039 0.27
H 0.2544 0.4273 -3.6710 0.39
H -1.8873 -0.5141 -1.2204 0.83
C -0.3424 -4.8978 -1.9288 -0.97
N -0.4533 -4.1662 -0.6948 0.01
C -0.6531 -4.8613 0.5722 -0.65
C -0.6383 -3.7122 1.5889 -0.55
N 0.0203 -2.6664 0.8265 0.82
C 0.0175 -2.9127 -0.4708 0.76
S 0.5307 -1.9034 -1.7471 -0.90
H -1.2510 -5.4794 -2.0931 0.32
H 0.5150 -5.5795 -1.9107 0.33
H -0.2164 -4.1984 -2.7510 0.31
H 0.1592 -5.5783 0.7438 0.32
H -1.5984 -5.4039 0.5635 0.41
H -0.0689 -3.9507 2.4845 0.26
H -1.6358 -3.3886 1.8935 0.29
H 0.1998 -1.7363 1.1911 -0.62
```

Results
calculated total energy = -3035.6946 a.u.
HOMO-LUMO gap = 5.455 eV
total charge = -1

=====

Computed, not measured: 2 unconnected molecules or ions with the total composition C10H14BrN2O4S in a non-equilibrium geometry, with ωB97M-V/def2-TZVPD.

```
32
Properties=species:S:1:pos:R:3:nbo_charge:R:1
Br 1.5142 -0.5178 2.2791 0.14
N 1.6791 -0.9398 0.3906 -0.50
C 3.0994 -1.3761 0.1882 -0.27
C 3.6005 -1.2118 -1.3466 -0.25
N 3.5741 0.2842 -1.6179 -0.61
C 2.1155 0.6139 -1.6855 -0.25
C 1.2851 0.3165 -0.3422 -0.13
C -0.2761 0.1216 -0.7323 -0.12
C -0.7830 -0.7472 -1.9153 -0.27
C -2.3101 -0.9168 -2.2184 -0.24
C -3.3007 -0.1840 -1.2527 -0.21
C -2.8583 0.6976 -0.0512 -0.16
C -1.3110 0.8317 0.1735 -0.18
H 0.9754 -1.6725 0.1909 0.46
H 3.8563 -0.8927 0.8892 0.24
H 3.1257 -2.5118 0.4148 0.23
H 2.8606 -1.7063 -2.0865 0.21
H 4.6581 -1.6515 -1.5039 0.22
H 3.9469 0.7325 -0.7597 0.35
H 1.6748 0.1455 -2.6334 0.22
H 2.0552 1.7589 -1.8542 0.23
H 1.3065 1.2603 0.3118 0.26
H -0.0057 -1.2735 -2.5882 0.20
H -2.6722 -1.5747 -3.0749 0.23
H -4.4247 -0.3090 -1.4346 0.23
H -3.5601 1.2259 0.6829 0.33
H -0.9293 1.4538 1.0474 0.26
O -2.8801 2.7558 4.3601 -1.02
S -3.7819 1.6100 4.1080 2.56
O -4.5874 1.3388 5.3149 -1.04
O -2.9707 0.4123 3.7752 -1.01
O -4.6763 1.9263 2.9708 -1.10
```

Results
calculated total energy = -3771.8209 a.u.
HOMO-LUMO gap = 2.440 eV
total charge = -1

=====

Computed, not measured: a molecular structure, C4H6O2, with ωB97M-V/def2-TZVPD.

```
12
Properties=species:S:1:pos:R:3:nbo_charge:R:1
C -1.5457 -0.1277 0.2551 -0.65
C -0.2521 -0.0894 -0.5439 0.09
C 0.9080 0.7612 -0.0088 -0.55
C 1.6051 -0.5823 0.1381 0.80
O 2.6590 -0.9924 0.5158 -0.54
O 0.5532 -1.3008 -0.3507 -0.49
H -1.7406 0.8378 0.7349 0.22
H -1.4669 -0.8892 1.0378 0.23
H -2.4050 -0.3748 -0.3751 0.22
H -0.4291 0.0370 -1.6149 0.19
H 1.3850 1.4371 -0.7228 0.24
H 0.7290 1.2836 0.9344 0.24
```

Results
calculated total energy = -306.4850 a.u.
HOMO-LUMO gap = 11.421 eV

=====

Computed, not measured: 5 unconnected molecules or ions with the total composition C11H32N4O5 in a non-equilibrium geometry, with ωB97M-V/def2-TZVPD.

```
52
Properties=species:S:1:pos:R:3:nbo_charge:R:1
C -4.8093 -16.9553 19.4829 0.77
O -3.9488 -17.6534 18.9488 -0.69
N -4.7087 -16.4805 20.7672 -0.87
N -5.9339 -16.5673 18.8076 -0.87
H -5.3896 -15.8008 21.0713 0.42
H -3.7789 -16.6235 21.1178 0.41
H -6.1062 -17.0156 17.9219 0.43
H -6.5955 -15.9592 19.2504 0.38
C -7.7394 -14.6791 22.7860 0.79
O -6.7145 -14.6980 22.0913 -0.73
N -7.6690 -14.5185 24.1276 -0.83
N -8.9901 -14.7400 22.2492 -0.82
H -6.7543 -14.4058 24.5307 0.42
H -8.4510 -14.4456 24.7460 0.40
H -9.0260 -15.0493 21.2926 0.41
H -9.7611 -14.9156 22.8629 0.39
C -5.1286 -17.6110 13.7629 -0.64
C -5.3255 -17.0657 15.1993 0.08
C -6.4813 -16.0725 15.2292 -0.63
O -5.7003 -18.1161 16.1010 -0.73
H -4.1665 -17.2890 13.3540 0.21
H -5.8271 -17.1445 13.0658 0.21
H -5.2061 -18.6942 13.7554 0.22
H -4.4017 -16.5899 15.5313 0.17
H -6.5358 -15.5305 16.1797 0.21
H -7.4346 -16.6026 15.1862 0.22
H -6.4202 -15.3050 14.4587 0.21
H -4.8710 -18.5772 16.2906 0.48
C -6.1114 -17.9987 24.4866 -0.63
C -4.8123 -18.3280 23.7861 0.08
C -3.7536 -17.2541 23.9085 -0.64
O -4.2717 -19.5321 24.3869 -0.73
H -6.8335 -18.8205 24.4329 0.21
H -6.5886 -17.1371 24.0118 0.20
H -6.0548 -17.8268 25.5645 0.21
H -5.0221 -18.5166 22.7300 0.18
H -3.8499 -16.3700 23.2782 0.22
H -2.7614 -17.6726 23.7413 0.23
H -3.7470 -16.8409 24.9237 0.20
H -4.5245 -20.2536 23.8042 0.47
C -4.8245 -12.6063 19.8485 -0.65
C -3.6256 -12.9721 20.6813 0.09
C -2.7322 -11.7815 21.0146 -0.62
O -4.0467 -13.5185 21.9598 -0.76
H -4.6778 -11.7288 19.2084 0.21
H -5.6859 -12.2886 20.4397 0.22
H -5.0790 -13.4329 19.1824 0.22
H -3.0149 -13.7450 20.1989 0.16
H -3.2387 -11.1065 21.6980 0.21
H -2.3771 -11.3638 20.0668 0.20
H -1.7977 -12.1261 21.4661 0.21
H -4.9147 -13.9422 21.8313 0.49
```

Results
calculated total energy = -1033.6005 a.u.
HOMO-LUMO gap = 9.703 eV
SMILES = NC(N)=O.NC(N)=O.CC(C)O.CC(C)O.CC(C)O

=====

Computed, not measured: C3H8ClN3 in the gas phase in a non-equilibrium geometry, with ωB97M-V/def2-TZVPD.

```
15
Properties=species:S:1:pos:R:3:nbo_charge:R:1
C -1.0323 0.2135 -0.3736 0.24
C 1.2122 1.0914 -0.1974 -0.23
C 1.9655 0.0324 0.6362 -0.38
H -3.5919 -1.5535 -0.2072 0.36
H -2.6204 -1.3636 1.0945 0.34
H -1.2751 0.8904 0.4261 0.15
H 0.4353 -0.1754 -1.6714 0.40
H 1.9933 1.4765 -0.8265 0.21
H 0.8368 1.8550 0.4690 0.21
H 2.8040 0.4503 1.2107 0.22
H 1.2534 -0.5122 1.2953 0.21
N -2.9299 -0.9159 0.2252 -0.69
N -1.8224 -0.7283 -0.7040 -0.36
N 0.1432 0.5072 -0.9750 -0.61
Cl 2.6284 -1.2680 -0.4019 -0.08
```

Results
calculated total energy = -743.5236 a.u.
HOMO-LUMO gap = 9.028 eV
SMILES = N/N=C/NCCCl

=====

Computed, not measured: 5 unconnected molecules or ions with the total composition C11H10BCl16NO5P in a non-equilibrium geometry, with ωB97M-V/def2-TZVPD.

```
45
Properties=species:S:1:pos:R:3:nbo_charge:R:1
O 1.2654 3.7905 -0.4955 -1.12
P 2.1069 2.6511 -0.1133 2.32
O 3.5153 2.7163 -0.8973 -0.98
O 2.5862 2.6857 1.4139 -0.98
C 1.3727 1.0107 -0.4593 -0.31
O 1.3202 0.1113 0.6208 -0.71
B 0.4527 -0.9760 0.0316 0.43
O -0.1546 -0.4997 -1.2250 -0.73
C 0.1081 0.8925 -1.3686 0.06
C -1.1721 1.6203 -0.9736 0.01
C -1.4277 2.9638 -1.2305 -0.25
C -2.6098 3.5250 -0.8224 0.01
N -3.6326 2.9289 -0.2059 -0.43
C -3.3598 1.6357 -0.0158 0.01
C -2.2112 0.9563 -0.3369 -0.25
H 3.3133 2.8153 -1.8359 0.50
H 1.8813 2.3078 1.9597 0.51
H 2.1525 0.5428 -1.0997 0.19
H -0.5246 -0.9463 0.8039 -0.18
H 0.8386 -2.1177 0.0865 -0.13
H 0.2369 1.0414 -2.4478 0.19
H -0.6959 3.5688 -1.7472 0.23
H -2.7437 4.5899 -1.0188 0.17
H -4.1579 1.0592 0.4544 0.17
H -2.1121 -0.0921 -0.0978 0.26
C 0.3297 -0.2345 5.1316 -0.22
Cl -0.6979 -1.3019 4.2040 0.10
Cl 0.5432 1.2978 4.2649 0.05
Cl -0.4116 0.0993 6.7101 0.03
Cl 1.9124 -0.9878 5.3740 0.05
C 0.5144 -4.2475 -3.1847 -0.22
Cl 0.4822 -4.3039 -1.4234 0.09
Cl -0.5520 -5.5073 -3.8416 0.02
Cl -0.0239 -2.6615 -3.7451 0.08
Cl 2.1725 -4.5294 -3.7506 0.03
C -3.9677 -7.8457 -4.2388 -0.23
Cl -3.8684 -7.1867 -2.6056 0.07
Cl -4.3955 -9.5618 -4.1606 0.04
Cl -5.2025 -6.9730 -5.1547 0.05
Cl -2.4036 -7.6658 -5.0407 0.06
C 3.8426 4.5645 4.4922 -0.22
Cl 3.1420 5.8437 5.4988 0.04
Cl 4.2819 5.2309 2.9187 0.07
Cl 5.2897 3.9223 5.2861 0.04
Cl 2.6645 3.2668 4.2858 0.06
```

Results
calculated total energy = -8585.5130 a.u.
HOMO-LUMO gap = 5.877 eV
total charge = -1